C14H13NO3 | ωB97M-V/def2-TZVPD

Output
HOMO energy = -0.2772 Eh
ΔE to the lowest compared entry with this formula, charge and spin = 8.8 kcal per mole
lowest unoccupied orbital energy = 0.7 eV
SMILES string = O=C(N/C=C/c1ccco1)OCc1ccccc1
energy = -821.7603 Ha

Last column: natural (NBO) charge in e.
Geometry (Å):
1 O 0.5374 0.3268 1.5403  -0.629
2 C 0.4223 1.0338 0.5754  0.891
3 N -0.7187 1.1956 -0.1575  -0.616
4 C -1.9059 0.5522 0.1274  0.023
5 C -3.0275 0.7204 -0.5822  -0.306
6 C -4.2637 0.0518 -0.2876  0.254
7 C -5.4824 0.1289 -0.9191  -0.300
8 C -6.3501 -0.7355 -0.2163  -0.315
9 C -5.6056 -1.2754 0.7873  0.088
10 O -4.3470 -0.8081 0.7540  -0.402
11 O 1.3977 1.8103 0.0545  -0.519
12 C 2.6763 1.7014 0.6882  -0.106
13 C 3.3952 0.4488 0.2602  0.023
14 C 3.7199 -0.5374 1.1800  -0.217
15 C 4.3599 -1.6926 0.7648  -0.207
16 C 4.6708 -1.8740 -0.5717  -0.212
17 C 4.3393 -0.8968 -1.4956  -0.198
18 C 3.7054 0.2602 -1.0812  -0.236
19 H -0.6819 1.8278 -0.9447  0.409
20 H -1.8534 -0.1058 0.9814  0.236
21 H -3.0524 1.3866 -1.4327  0.210
22 H -5.7213 0.7275 -1.7742  0.222
23 H -7.3819 -0.9276 -0.4283  0.227
24 H -5.8468 -1.9772 1.5609  0.202
25 H 2.5398 1.7114 1.7740  0.206
26 H 3.2178 2.5959 0.3699  0.201
27 H 3.4620 -0.4039 2.2196  0.219
28 H 4.6105 -2.4557 1.4866  0.214
29 H 5.1672 -2.7771 -0.8949  0.213
30 H 4.5759 -1.0364 -2.5403  0.211
31 H 3.4412 1.0241 -1.7985  0.211